DFT (the ωB97M-V functional and the def2-TZVPD basis) results for a cluster of 38 separate species, C20H108Br3ClF3N2O38S2 in total at a distorted geometry.

```
177
C20H108Br3ClF3N2O38S2 the ωB97M-V functional and the def2-TZVPD basis
Br 0.97 -4.38 -2.50
Br -1.70 -5.00 -4.28
Br 4.65 2.90 -2.83
Cl 2.60 3.78 -4.83
S -3.38 4.69 0.84
S -0.88 3.89 2.27
F -2.10 -2.59 -2.87
F 0.86 -3.12 -4.94
F -1.61 -2.41 -5.14
O -0.12 -6.80 -11.31
O 2.26 0.44 5.86
O -2.72 -0.90 5.56
O 3.97 3.13 6.41
O 2.13 5.60 2.87
O 1.20 1.85 3.44
O -5.67 3.25 8.07
O -5.84 7.03 1.05
O -6.72 5.82 4.01
O 4.15 -2.11 -4.46
O 6.32 -0.14 -1.45
O -2.59 3.35 8.45
O 6.36 -6.00 -5.38
O -7.78 2.50 5.52
O 3.80 -2.02 0.79
O 7.96 -0.22 3.38
O -3.95 -5.28 0.81
O 2.49 2.02 -1.17
O 6.03 2.25 3.00
O -10.85 2.50 5.78
O -0.46 -3.57 -8.08
O -1.94 2.93 -7.59
O 0.19 -0.49 -7.95
O 3.24 0.94 1.58
O 6.63 -7.31 -8.50
O 2.67 -6.13 -4.99
O 1.27 -2.25 5.71
O -3.45 -1.08 9.53
O -5.89 5.23 10.41
O 9.35 -0.08 0.40
O -3.84 -6.90 3.07
O 9.96 -2.45 3.19
O -0.98 -8.58 -13.31
O 7.86 -0.86 -4.24
O 1.78 -5.42 -9.31
O 4.55 -5.47 -7.45
O -1.84 1.11 -5.64
O -1.79 0.41 8.17
N -2.64 2.00 0.91
N 0.80 2.14 -3.48
C -1.23 3.58 4.06
C 1.74 3.32 -3.26
C 0.23 -2.93 -3.68
C 1.07 -0.41 -3.98
C -4.31 0.14 1.47
C -3.77 -2.35 1.81
C -1.55 5.10 6.23
C 2.16 0.77 -1.83
C -2.86 1.82 -0.55
C -2.09 4.71 4.77
C 0.64 -1.55 -2.97
C -1.55 1.28 -2.68
C -3.91 1.67 1.65
C -1.33 -3.09 -3.92
C -2.37 3.41 1.26
C 1.65 0.92 -3.33
C -1.90 0.70 -1.21
C -3.26 -0.86 2.16
C 2.80 3.08 -2.06
C -0.34 2.30 -2.54
H 9.49 -1.61 3.13
H 1.16 4.27 -2.99
H -2.57 2.80 -1.06
H -0.14 -1.21 -2.23
H -0.78 3.34 -2.73
H -2.49 1.87 -2.97
H -0.98 0.49 -0.59
H -0.78 -6.12 -11.51
H -2.48 1.11 -6.37
H -2.21 2.96 9.25
H -2.21 -0.65 1.77
H -1.45 0.48 -3.46
H 2.21 -5.29 -5.06
H 9.89 0.69 0.19
H -2.45 -0.27 7.97
H -0.30 -8.88 -13.93
H -1.45 3.25 -6.83
H 3.30 2.46 6.21
H -4.08 -1.02 10.25
H 6.05 -0.44 -0.57
H 9.29 -3.11 2.99
H 5.46 -6.34 -5.40
H 2.60 1.12 -3.94
H -5.33 -0.02 1.97
H -4.30 -5.61 -0.03
H -8.41 2.49 4.80
H -1.68 4.26 7.00
H -0.26 3.42 4.63
H -4.84 -2.26 1.42
H -4.97 6.63 1.12
H -2.60 -1.17 9.97
H 0.96 -3.13 5.44
H -4.33 -6.08 3.01
H 3.99 -5.80 -6.74
H 5.23 -4.96 -6.99
H -2.13 5.68 4.18
H 3.07 0.08 -1.86
H 1.99 -6.79 -5.18
H 3.31 -2.54 -4.68
H 2.85 4.03 -1.44
H 1.85 -0.87 -4.68
H -3.82 1.88 2.77
H -1.26 2.67 -8.22
H 1.70 2.16 4.21
H -6.00 3.85 8.74
H -0.13 0.41 -7.98
H 1.57 -1.81 -2.35
H -3.16 4.34 4.90
H -1.84 -1.29 5.66
H 3.30 1.65 0.93
H -2.55 -0.23 -1.31
H 6.32 -6.70 -7.82
H 7.48 0.62 3.31
H -5.36 6.01 10.20
H 6.00 0.77 -1.50
H 4.22 -1.40 -5.12
H 1.40 0.26 -1.14
H -3.17 -2.82 0.98
H -4.43 -0.19 0.40
H 6.74 -6.38 -4.58
H -6.67 6.54 3.36
H 7.28 -0.89 3.17
H -3.33 -0.65 3.28
H 1.74 -2.42 6.53
H -4.49 -7.58 2.87
H 1.88 1.57 2.82
H -3.80 -2.95 2.77
H -11.42 2.15 6.48
H 2.03 -0.06 5.07
H -0.61 -3.33 -7.16
H 3.64 -1.08 0.92
H 9.13 0.02 1.33
H -3.25 -5.90 1.03
H -1.79 2.59 4.13
H -2.56 0.05 5.67
H -4.80 2.29 1.29
H -6.32 3.31 7.36
H 5.19 1.81 2.78
H 2.85 -0.14 6.34
H -1.73 0.17 -5.42
H -0.48 -8.28 -12.54
H 1.30 5.16 2.65
H 8.70 -0.99 -3.78
H 0.53 -6.34 -10.76
H 2.19 6.32 2.23
H -0.06 -0.80 -7.08
H 2.63 -5.55 -8.87
H -5.68 7.97 1.17
H -0.46 5.42 6.23
H 1.14 -5.34 -8.59
H 6.09 2.97 2.36
H 2.41 0.49 1.36
H -2.15 5.99 6.60
H 7.22 -0.77 -3.52
H -2.28 1.24 8.08
H -6.11 5.35 11.34
H 0.23 -0.09 -4.69
H 3.24 -2.26 0.05
H -0.05 2.33 -1.43
H -3.49 2.99 8.41
H -3.96 1.66 -0.79
H 3.50 3.97 6.35
H 0.44 2.25 -4.45
H -7.55 5.37 3.80
H -10.19 3.03 6.25
H -7.67 1.57 5.76
H 5.98 -7.24 -9.20
H -0.11 -2.77 -8.48
```

HOMO-LUMO gap   7.02 eV
Total charge   +1
LUMO energy   -0.1293 hartree
HOMO energy   -10.541 eV
Max |F|   0.061 hartree/bohr
E   -13073.16565 hartree